140
Properties=species:S:1:pos:R:3:forces:R:3 method="wB97M-V/def2-TZVPD" molar_mass_g_mol=816.16 total_charge=+1 multiplicity=1 homo_energy_ev=-9.130 gap_ev=2.676 relative_energy_kj_mol=75.6
Ca -1.268 4.754 -3.727 2.2 0.5 -0.3
C 1.568 -0.547 0.371 0.6 0.0 0.3
C 0.984 0.597 -0.475 -0.4 2.3 -0.5
O 1.194 1.792 -0.095 0.4 -0.8 0.5
O 0.299 0.357 -1.499 0.0 -1.1 -0.1
H 2.090 -1.318 -0.196 -0.6 -0.1 -0.4
H 0.802 -0.988 1.010 -0.1 -0.1 -0.3
H 2.346 -0.192 1.046 -0.2 0.5 0.0
C 3.075 3.203 5.620 1.9 -1.1 1.8
O 2.330 4.130 4.962 -1.2 0.9 -1.2
H 2.787 2.154 5.557 -0.6 0.0 -0.2
H 4.132 3.199 5.352 0.3 0.2 -0.4
H 3.092 3.486 6.672 -0.2 -0.1 0.1
H 2.177 3.819 4.067 -0.1 0.1 -0.1
C -4.496 -5.331 1.143 0.6 -1.3 -0.5
O -5.330 -5.953 2.107 0.1 0.7 0.1
H -3.610 -4.821 1.521 -0.3 0.6 0.5
H -4.031 -6.176 0.635 -0.2 0.0 -0.5
H -5.049 -4.729 0.421 0.0 0.1 0.1
H -5.818 -5.249 2.540 -0.1 -0.1 0.2
C -0.130 3.258 -6.677 -0.5 -1.2 0.0
O 0.303 4.493 -6.245 0.5 1.9 1.1
C 1.663 4.809 -6.639 0.2 0.7 0.7
C 2.056 6.189 -6.065 -0.4 -0.5 -0.2
N 1.925 6.184 -4.605 -0.7 0.7 -0.1
C 2.245 7.523 -4.058 -1.6 -0.1 1.5
C 1.495 7.697 -2.683 0.5 -0.4 -1.1
O 0.093 7.248 -2.808 1.6 -0.8 -0.6
C -0.548 7.419 -1.580 -0.8 0.2 0.5
H -0.019 3.108 -7.751 -0.1 0.0 -0.1
H -1.184 3.229 -6.402 -0.4 -0.3 -0.4
H 0.358 2.440 -6.147 0.2 -0.2 0.0
H 1.681 4.805 -7.729 0.3 -0.1 0.0
H 2.332 4.068 -6.201 0.0 -0.3 -0.3
H 1.418 6.931 -6.544 -0.2 0.2 0.4
H 3.079 6.503 -6.272 0.2 -0.5 -0.8
H 2.701 5.640 -4.255 -0.1 -0.7 0.0
H 1.873 8.387 -4.609 0.3 -0.5 -0.9
H 3.328 7.541 -3.935 -0.1 0.8 0.3
H 1.467 8.743 -2.379 0.0 0.1 -0.2
H 2.075 7.175 -1.921 -0.6 -0.5 0.3
H -0.460 8.464 -1.284 -0.2 -0.1 0.4
H -0.227 6.730 -0.798 0.5 0.1 0.1
H -1.602 7.189 -1.738 -0.4 0.2 0.0
C 10.720 -5.672 1.722 0.9 0.8 2.2
O 9.995 -4.855 2.740 0.1 -1.3 -1.1
C 8.912 -5.569 3.387 0.3 0.0 -0.1
C 9.402 -6.493 4.540 -0.5 1.3 -1.3
N 10.087 -5.695 5.576 -1.5 -1.2 -1.6
C 10.736 -6.564 6.504 1.9 1.2 0.5
C 11.580 -5.634 7.379 -0.5 0.5 1.1
O 12.604 -4.938 6.680 0.8 -0.2 0.2
C 13.048 -3.742 7.364 -0.8 -0.2 -1.2
H 10.276 -6.647 1.518 -0.5 0.4 -0.4
H 11.697 -5.910 2.143 0.1 -0.3 0.6
H 11.093 -5.064 0.897 -1.2 0.1 -0.4
H 8.378 -6.111 2.606 0.0 -0.5 0.1
H 8.183 -4.836 3.734 0.4 0.3 0.2
H 10.009 -7.227 4.011 0.7 -0.3 0.3
H 8.564 -7.063 4.941 -0.1 0.2 0.2
H 10.807 -5.181 5.087 0.2 0.3 0.0
H 11.436 -7.235 6.007 0.2 -0.4 -0.2
H 10.080 -7.183 7.116 -0.3 0.3 0.0
H 11.905 -6.196 8.254 0.8 -0.1 0.0
H 10.973 -4.828 7.791 -0.7 -0.2 0.1
H 13.288 -3.891 8.417 0.1 -0.1 -0.1
H 12.282 -2.978 7.227 -0.5 0.0 0.6
H 13.858 -3.284 6.797 0.5 -0.7 0.2
C -5.530 0.750 6.136 -0.5 -0.2 0.0
O -6.791 0.137 6.465 1.1 1.1 -0.3
C -6.740 -1.287 6.466 -1.3 0.6 -0.7
C -8.223 -1.658 6.222 1.0 -0.4 -0.6
N -8.562 -1.387 4.811 0.3 -0.2 0.9
C -9.978 -1.456 4.505 0.2 0.5 -1.0
C -10.684 -0.224 4.980 -0.7 1.0 -0.3
O -10.134 0.978 4.413 0.6 -0.9 0.3
C -10.585 2.152 5.082 0.9 -0.6 -1.5
H -4.725 0.269 6.693 0.1 0.2 0.1
H -5.555 1.828 6.297 -0.3 -0.1 0.7
H -5.280 0.714 5.076 -0.2 -0.7 -0.3
H -6.361 -1.626 7.430 0.1 -0.3 0.0
H -6.134 -1.601 5.617 0.2 -0.4 0.1
H -8.749 -1.068 6.973 -0.5 0.0 0.0
H -8.420 -2.722 6.349 0.1 0.0 0.4
H -8.348 -0.416 4.636 0.5 0.2 -0.1
H -10.498 -2.361 4.818 0.3 0.0 0.4
H -10.046 -1.458 3.417 -0.1 -0.1 -0.2
H -10.608 -0.150 6.065 -0.4 0.0 0.2
H -11.705 -0.208 4.596 -0.5 -0.4 0.6
H -10.081 2.909 4.481 -0.4 0.5 0.3
H -10.195 2.190 6.099 -0.4 0.0 0.2
H -11.665 2.203 4.945 -0.1 0.4 0.6
C -12.231 4.579 -1.723 0.6 0.8 0.2
O -11.795 3.305 -2.120 0.6 -0.3 0.1
C -10.537 3.230 -2.796 0.4 -0.4 0.1
C -10.266 1.746 -2.989 -0.7 0.1 -1.5
N -9.148 1.411 -3.904 0.6 -0.1 1.2
C -8.897 -0.040 -3.829 -0.2 0.1 0.3
C -7.695 -0.424 -4.694 -1.0 -0.9 0.7
O -7.495 -1.856 -4.667 0.4 0.6 0.2
C -6.113 -2.167 -4.942 -0.9 1.1 0.1
H -12.451 5.200 -2.591 -0.2 0.1 -0.1
H -11.503 5.107 -1.107 0.7 0.0 -0.2
H -13.070 4.579 -1.028 -0.4 -0.8 -0.5
H -9.672 3.664 -2.294 -0.2 0.4 0.7
H -10.539 3.696 -3.781 -0.4 0.3 -0.2
H -11.165 1.446 -3.528 -0.5 -0.7 0.5
H -10.198 1.222 -2.035 0.2 0.0 -0.1
H -9.419 1.630 -4.852 -0.1 0.1 -0.1
H -9.813 -0.580 -4.066 0.0 -0.4 -0.6
H -8.727 -0.323 -2.791 0.4 0.2 0.1
H -6.835 0.091 -4.264 0.2 0.1 -0.3
H -7.936 -0.071 -5.697 0.5 0.0 -0.4
H -5.877 -3.224 -4.816 -0.4 0.1 -0.1
H -5.510 -1.576 -4.252 0.3 -0.1 0.1
H -5.924 -1.787 -5.946 0.5 -0.4 -0.3
C 3.196 -5.895 -5.131 0.1 -0.4 0.8
C 3.545 -5.081 -6.359 -0.6 -0.1 0.2
C 4.648 -4.084 -6.127 0.4 -0.8 0.6
O 3.830 -6.044 -7.364 0.2 0.3 -0.7
H 2.888 -5.353 -4.237 -0.2 0.3 -0.2
H 4.057 -6.478 -4.805 0.4 0.1 -0.2
H 2.468 -6.673 -5.361 -0.3 0.3 -0.1
H 2.699 -4.495 -6.718 -0.4 0.0 0.2
H 5.427 -4.600 -5.566 0.3 0.1 -0.1
H 4.229 -3.339 -5.450 0.2 0.4 -0.2
H 5.085 -3.686 -7.043 -0.3 0.2 0.1
H 2.989 -6.091 -7.824 0.2 -0.5 -0.4
C 9.116 1.579 -2.325 0.4 -0.5 0.1
C 7.888 2.414 -2.168 0.2 0.9 0.1
C 8.073 3.767 -1.428 0.1 -1.0 0.1
O 7.361 2.680 -3.450 -1.2 0.2 -0.8
H 8.834 0.640 -2.802 0.0 -0.1 0.0
H 9.574 1.332 -1.367 0.1 0.1 0.0
H 9.839 2.069 -2.977 0.2 0.1 0.1
H 7.142 1.794 -1.672 -0.2 0.2 0.2
H 7.089 4.181 -1.210 0.1 0.2 -0.1
H 8.682 4.469 -1.998 -0.2 0.0 -0.3
H 8.609 3.616 -0.491 -0.1 -0.1 0.2
H 8.032 2.753 -4.133 0.3 0.0 0.3